Entry one
A cluster of 2 separate species, C2H2NO2S in total. Source: the Open Molecules 2025 dataset; level of theory: the ωB97M-V functional and the def2-TZVPD basis.

Geometry (Å):
1 C 0.03189 -0.88965 0.02520
2 C 1.34442 1.04575 -0.06086
3 N -1.13561 -0.22802 -0.09514
4 O 0.51705 1.85353 0.13334
5 O 2.44801 0.70041 -0.18848
6 S -0.09964 -2.55960 0.05817
7 H -0.99719 0.78295 -0.06982
8 H -2.10894 -0.70537 0.19759

- LUMO energy (eV) = 3.93
- total charge = -1
- frontier orbital gap (eV) = 6.65
- 2S+1 = 1

Mulliken population analysis, charges in e, atoms 1 to 2: number 1, C, carries -0.50; number 2, C, carries 0.67

Entry two
A structure of composition C2H2NO2S. Source: the Open Molecules 2025 dataset; level of theory: the ωB97M-V functional and the def2-TZVPD basis.

Geometry (Å):
1 C 0.71048 0.00527 0.17018
2 C 0.16013 0.29024 -1.03034
3 N 0.00308 -0.85895 0.94514
4 O -0.69394 0.57484 2.19341
5 O -1.09584 -0.33863 -1.19163
6 S -1.31810 -1.29175 0.22059
7 H 1.68010 0.46051 0.42899
8 H 0.55408 1.15846 -1.73634

- LUMO energy (alpha / beta) (eV) = 3.74 / 3.80
- total charge = -1
- frontier orbital gap (alpha / beta) (eV) = 6.76 / 6.15
- 2S+1 = 1

Mulliken population analysis, charges in e, atoms 1 to 2: number 1, C, carries -0.03; number 2, C, carries 0.02

Which structure is the least stable? The one labeled entry two.

Entry one
A cluster of 2 separate species, C3H8O3S2 in total. Source: the Open Molecules 2025 dataset; level of theory: the ωB97M-V functional and the def2-TZVPD basis.

Geometry (Å):
1 C -0.08030 1.77919 0.11238
2 C -0.24513 0.36673 0.76975
3 C 1.04682 -0.93310 -0.21142
4 O 2.33162 -0.52724 0.09168
5 O 0.81231 -0.90738 -1.57873
6 O 0.59629 -2.10825 0.44291
7 S -2.64438 -0.21517 -1.12842
8 S -1.90625 -0.50222 0.81008
9 H -0.79766 2.38627 0.60758
10 H 0.94275 1.97373 0.09119
11 H -0.36219 1.71076 -0.94067
12 H 0.01293 0.42804 1.79093
13 H 2.58238 -0.81231 1.01426
14 H 0.85103 -1.74733 -2.02574
15 H -0.21662 -1.91568 0.88571
16 H -2.92361 1.02394 -0.73148

- LUMO energy (eV) = 0.34
- total charge = 0
- frontier orbital gap (eV) = 8.73
- 2S+1 = 1

Mulliken population analysis, charges in e, atoms 1 to 2: number 1, C, carries -1.40; number 2, C, carries -0.34

Entry two
A cluster of 2 separate species, C3H8O3S2 in total. Source: the Open Molecules 2025 dataset; level of theory: the ωB97M-V functional and the def2-TZVPD basis.

Geometry (Å):
1 C -0.56541 -0.26075 -0.33034
2 C -0.66306 -0.22968 -1.82397
3 O 0.59345 -0.39231 -2.35108
4 O -1.63033 -0.25653 -2.53024
5 C -1.49838 0.71524 0.36335
6 S -1.78774 0.09989 2.09976
7 S -0.31106 0.98268 3.19069
8 H -0.81889 -1.28905 -0.00957
9 H 0.45544 -0.20705 0.03019
10 H 0.58679 -0.76066 -3.22741
11 H -2.48047 0.84004 -0.10368
12 H -1.18413 1.76967 0.40116
13 H 0.81043 0.17823 2.94890
14 H 3.24545 0.11146 0.84014
15 H 2.55006 -0.63612 -0.22545
16 O 2.69786 -0.66507 0.72754

- SMILES = O=C(O)CCSS.O
- LUMO energy (eV) = 0.36
- total charge = 0
- frontier orbital gap (eV) = 9.58
- 2S+1 = 1

Mulliken population analysis, charges in e, atoms 1 to 2: number 1, C, carries 0.06; number 2, C, carries 0.40

Which structure is the least stable? The one labeled entry one.

Entry one
The molecule C3H6FNS. Source: the Open Molecules 2025 dataset; level of theory: the ωB97M-V functional and the def2-TZVPD basis.

Geometry (Å):
1 C 0.78149 -0.94673 -0.42344
2 C 0.64385 0.30949 0.30281
3 C -0.38083 1.20970 -0.21961
4 H 1.77576 -0.39929 -0.98597
5 H 1.17023 -1.71843 0.49863
6 H -0.10203 -1.24169 -1.34431
7 H 1.55060 0.85545 0.06446
8 H -0.27269 2.16187 -0.69186
9 H -1.26066 -1.30702 0.74615
10 N -1.68522 1.11769 -0.08094
11 F 0.26053 0.30709 1.73988
12 S -2.48103 -0.34812 0.39420

- SMILES = C[C@H](F)/C=N\S
- LUMO energy (eV) = 0.42
- total charge = 0
- frontier orbital gap (eV) = 9.41
- 2S+1 = 1

Mulliken population analysis, charges in e, atoms 1 to 2: number 1, C, carries -0.77; number 2, C, carries -0.16

Entry two
The molecule C3H6FNS. Source: the Open Molecules 2025 dataset; level of theory: the ωB97M-V functional and the def2-TZVPD basis.

Geometry (Å):
1 C 2.20121 -1.10794 0.69197
2 C -0.86826 0.38832 -0.99149
3 C -1.91635 0.97717 -0.08971
4 H 2.31991 -1.24512 -0.35757
5 H 3.03251 -0.59646 1.25264
6 H 2.06555 -2.03447 1.07071
7 H -1.12159 0.35929 -2.03566
8 H -1.37345 1.80336 0.38560
9 H -2.33061 0.24374 0.61940
10 N 0.22797 -0.11698 -0.62506
11 F -2.92740 1.48943 -0.91984
12 S 0.69053 -0.16036 0.99901

- SMILES = CS/N=C\CF
- LUMO energy (eV) = 0.90
- total charge = 0
- frontier orbital gap (eV) = 9.67
- 2S+1 = 1

Mulliken population analysis, charges in e, atoms 1 to 2: number 1, C, carries -0.76; number 2, C, carries -0.07

Which structure is the least stable? The one labeled entry one.